Formula: C47H116N4O17S4
Source: the OMol25 dataset
Level of theory: wB97M-V/def2-TZVPD

Output
Total energy: -134721.416 eV
Net charge: 0
HOMO-LUMO gap: 8.644 eV

Cartesian coordinates (Å):
1 C -2.5786 2.6852 4.2403
2 C -2.0141 3.9025 3.5284
3 C -1.1825 4.8222 4.4275
4 O -1.2291 3.4075 2.4402
5 H -3.0196 1.9927 3.5284
6 H -3.2866 2.9967 5.0057
7 H -1.7317 2.1486 4.6734
8 H -2.8471 4.4494 3.0696
9 H -0.8878 5.7540 3.9465
10 H -0.3334 4.2307 4.7725
11 H -1.7231 5.1225 5.3290
12 H -0.9127 4.1511 1.9154
13 C -5.5880 -1.5602 2.4641
14 C -4.4121 -0.7037 2.9596
15 C -3.3470 -0.6190 1.8906
16 O -4.9435 0.6300 3.0513
17 H -6.4664 -1.3532 3.0805
18 H -5.4130 -2.6227 2.3030
19 H -5.9037 -1.1273 1.5087
20 H -3.9786 -1.1283 3.8675
21 H -3.7667 -0.3376 0.9169
22 H -2.8757 -1.5737 1.6441
23 H -2.6595 0.1906 2.1392
24 H -5.1327 0.8564 3.9677
25 C 1.2313 1.0736 5.5459
26 C 1.3695 -0.2748 4.8567
27 C 0.1582 -0.6288 4.0269
28 O 2.5520 -0.1766 4.0458
29 H 1.0588 1.8449 4.7844
30 H 2.1009 1.3895 6.1196
31 H 0.3519 1.1307 6.1962
32 H 1.5213 -1.0494 5.6103
33 H 0.2077 -0.1128 3.0622
34 H -0.7730 -0.2434 4.4477
35 H 0.0874 -1.7021 3.8557
36 H 2.4683 0.6361 3.5104
37 C 1.2319 -6.0681 -1.1001
38 C 1.5457 -4.9128 -2.0552
39 C 0.2625 -4.2586 -2.5654
40 O 2.3523 -4.0087 -1.3147
41 H 0.8359 -5.7200 -0.1448
42 H 2.1444 -6.6028 -0.8297
43 H 0.5205 -6.7597 -1.5556
44 H 2.0792 -5.3988 -2.8827
45 H -0.4126 -4.0940 -1.7201
46 H -0.2757 -4.8705 -3.2906
47 H 0.4192 -3.2702 -2.9982
48 H 2.5694 -3.3041 -1.9567
49 C 0.6166 -1.0269 -0.2470
50 C 0.2098 0.3006 -0.8576
51 C -0.6991 1.1285 0.0599
52 O 1.4084 1.0578 -1.0849
53 H -0.2318 -1.6408 0.0654
54 H 1.2299 -0.8787 0.6502
55 H 1.2223 -1.6524 -0.9068
56 H -0.3285 0.0708 -1.7837
57 H -0.2956 1.1485 1.0722
58 H -1.6980 0.6927 0.1116
59 H -0.7573 2.1349 -0.3590
60 H 1.0542 1.8328 -1.5603
61 C 3.2607 3.9501 1.0742
62 C 3.6664 2.5904 1.6498
63 C 4.3721 2.6568 3.0168
64 O 5.4864 3.5501 2.9161
65 C 6.6199 2.9541 2.3163
66 N 2.5189 1.6843 1.7595
67 H 2.6049 4.5310 1.7257
68 H 2.7009 3.8258 0.1430
69 H 4.1776 4.4866 0.8195
70 H 4.3842 2.1738 0.9398
71 H 4.6326 1.6927 3.4603
72 H 3.7141 3.1472 3.7413
73 H 6.8853 2.0760 2.9198
74 H 7.4982 3.5942 2.3906
75 H 6.4621 2.6710 1.2735
76 H 2.2130 1.4539 0.8165
77 H 1.7090 2.1788 2.1365
78 C -0.1724 -0.9645 -4.9277
79 C -1.4557 -0.1978 -4.9406
80 C -1.2503 1.3253 -4.9780
81 O -2.4515 2.0824 -4.9202
82 C -3.0579 1.9134 -3.6542
83 N -2.2880 -0.6534 -6.0347
84 H 0.5397 -0.5321 -5.6448
85 H -0.3084 -2.0304 -5.0909
86 H 0.4080 -0.8713 -4.0030
87 H -1.9649 -0.4300 -3.9969
88 H -0.7741 1.6556 -5.9054
89 H -0.6390 1.6995 -4.1527
90 H -2.3624 1.9092 -2.8134
91 H -3.6762 1.0145 -3.6294
92 H -3.7714 2.7298 -3.5219
93 H -3.1129 -0.0820 -6.1700
94 H -1.7768 -0.7039 -6.9073
95 C 0.9690 -8.3967 2.0672
96 C -0.2018 -7.6666 2.7186
97 C -0.4560 -6.3002 2.0710
98 O 0.6037 -5.4546 2.4902
99 C 0.6188 -4.2178 1.8028
100 N -1.4144 -8.4884 2.6386
101 H 1.7872 -7.7290 1.7950
102 H 0.6708 -8.9758 1.1898
103 H 1.4289 -9.1106 2.7541
104 H 0.0730 -7.5261 3.7650
105 H -1.4201 -5.8836 2.4003
106 H -0.5572 -6.3368 0.9788
107 H 0.9794 -4.2956 0.7753
108 H 1.2217 -3.4965 2.3532
109 H -0.3835 -3.7695 1.8016
110 H -2.1904 -7.9901 3.0515
111 H -1.5771 -8.6898 1.6587
112 C -2.9757 3.8647 -0.3666
113 C -4.2178 4.3896 0.3958
114 C -4.7415 3.2821 1.3131
115 O -5.4242 2.3110 0.5018
116 C -5.8469 1.2577 1.3499
117 N -3.8392 5.5367 1.2311
118 H -2.5575 4.5986 -1.0605
119 H -3.2322 2.9861 -0.9658
120 H -2.1726 3.5319 0.2954
121 H -5.0116 4.6088 -0.3162
122 H -5.4703 3.6907 2.0193
123 H -3.9554 2.7334 1.8447
124 H -4.9429 0.8178 1.7785
125 H -6.4383 0.5062 0.8246
126 H -6.5258 1.5646 2.1532
127 H -3.0883 5.2390 1.8453
128 H -3.4401 6.2102 0.5838
129 C 4.5259 1.4351 -2.6707
130 C 4.2041 1.5755 -4.1540
131 C 3.2164 0.4559 -4.4933
132 S 3.9538 -1.0013 -3.6493
133 O 4.8973 -1.6429 -4.5485
134 O 2.9105 -1.7914 -3.0299
135 C 4.8388 -0.0260 -2.3745
136 H 3.7240 1.8406 -2.0529
137 H 5.4406 1.9480 -2.3637
138 H 5.1007 1.4177 -4.7583
139 H 3.7625 2.5414 -4.3921
140 H 2.9093 0.2206 -5.5084
141 H 2.2841 0.6768 -3.9621
142 H 5.8897 -0.2863 -2.4867
143 H 4.4732 -0.4307 -1.4327
144 C 0.1799 6.0615 -4.9452
145 C 1.6452 5.6784 -5.1651
146 C 2.1771 5.1436 -3.8256
147 S 0.7373 4.4850 -2.8827
148 O 0.4167 5.2298 -1.6891
149 O 0.8308 3.0530 -2.8213
150 C -0.4305 4.8863 -4.1942
151 H -0.3902 6.2609 -5.8518
152 H 0.1332 6.9860 -4.3640
153 H 2.1825 6.5803 -5.4591
154 H 1.7713 4.9618 -5.9769
155 H 2.6401 5.9739 -3.2968
156 H 2.8702 4.3230 -3.9922
157 H -1.4049 5.0246 -3.7320
158 H -0.4078 4.0323 -4.8715
159 C -5.7965 -2.3731 -0.9732
160 C -6.0270 -1.5769 -2.2711
161 C -4.7111 -1.6378 -3.0317
162 S -3.3373 -1.7477 -1.7753
163 O -2.6307 -0.4868 -1.6681
164 O -2.6588 -3.0125 -1.9530
165 C -4.5099 -1.8171 -0.3953
166 H -5.6842 -3.4317 -1.2294
167 H -6.6597 -2.3628 -0.3086
168 H -6.2176 -0.5333 -1.9997
169 H -6.8674 -1.9111 -2.8749
170 H -4.4968 -0.9157 -3.8164
171 H -4.6571 -2.5906 -3.5673
172 H -4.6753 -0.7767 -0.1097
173 H -4.0843 -2.3378 0.4601
174 C 3.9184 -2.9804 2.8125
175 C 4.1854 -2.8356 1.2775
176 C 5.3983 -1.9563 1.1141
177 S 6.5583 -2.6454 2.3314
178 O 7.4923 -1.6346 2.7653
179 O 6.9537 -3.9469 1.8492
180 C 5.2286 -2.8609 3.6012
181 H 3.4573 -3.9416 3.0427
182 H 3.1655 -2.2520 3.1096
183 H 3.2946 -2.5099 0.7406
184 H 4.3252 -3.8714 0.9633
185 H 5.2202 -0.9062 1.3555
186 H 5.8265 -1.9630 0.1117
187 H 5.2365 -1.9943 4.2561
188 H 5.5024 -3.7862 4.1025